This record from the Open Molecules 2025 dataset describes a structure of composition C25H29N2O2Pt at a distorted geometry. The level of theory is ωB97M-V with the def2-TZVPD basis set.

As for the total charge: +1. The HOMO-LUMO gap is 6.863 eV. Its maximum force is 1.294 eV Å⁻¹.

Element x y z (Å)
Pt -1.071 -0.884 0.053
C -3.245 -1.046 -0.558
C -3.155 -0.619 0.772
C -2.409 0.642 0.805
C -2.146 1.029 -0.543
C -2.573 -0.028 -1.385
C -2.562 -0.067 -2.875
C -1.560 2.322 -0.985
C -2.144 1.415 2.057
C -3.712 -1.308 1.967
C -3.990 -2.235 -1.072
H -2.410 -1.080 -3.245
H -1.794 0.578 -3.295
H -3.533 0.272 -3.245
H -2.345 3.083 -0.962
H -1.164 2.265 -1.996
H -0.760 2.647 -0.324
H -1.487 0.860 2.727
H -3.083 1.588 2.585
H -1.685 2.377 1.843
H -4.471 -0.676 2.431
H -2.932 -1.501 2.706
H -4.169 -2.257 1.704
H -4.991 -1.946 -1.398
H -4.091 -3.001 -0.308
H -3.494 -2.685 -1.933
N -0.073 -2.516 -0.804
N 0.408 -3.366 0.221
C 0.176 -2.984 1.567
O 0.763 -3.541 2.450
O -0.751 -2.059 1.711
H -0.721 -3.038 -1.391
H 0.708 -2.201 -1.377
H 1.296 -3.807 0.035
C 5.516 0.667 2.485
C 4.508 0.525 3.426
C 3.209 0.275 3.014
C 2.886 0.187 1.659
C 3.917 0.306 0.723
C 5.217 0.544 1.134
C 1.482 -0.125 1.319
C 0.791 0.031 0.184
C 1.187 0.827 -1.003
C 0.999 0.387 -2.314
C 1.340 1.181 -3.400
C 1.859 2.450 -3.197
C 2.034 2.914 -1.899
C 1.698 2.116 -0.819
H 6.534 0.853 2.801
H 4.734 0.597 4.481
H 2.428 0.143 3.753
H 3.714 0.187 -0.332
H 6.004 0.625 0.397
H 0.960 -0.608 2.143
H 0.574 -0.591 -2.507
H 1.198 0.808 -4.406
H 2.121 3.074 -4.040
H 2.432 3.905 -1.727
H 1.830 2.487 0.189